Entry from the OMol25 dataset: a cluster of 14 separate species, C34H101N5O19 in total (ωB97M-V/def2-TZVPD).

Geometry (Å):
C1 5.79226 5.26373 -3.37257
O1 4.43733 5.64183 -3.32622
C2 3.63098 4.72436 -2.63492
C3 2.95515 3.68511 -3.59326
N1 1.99323 4.29721 -4.43754
C4 1.36850 3.32553 -5.33174
C5 2.19751 2.70422 -6.40135
O2 2.53185 3.57848 -7.46926
C6 3.21988 3.01549 -8.64491
H1 6.22271 5.17792 -2.37485
H2 6.29253 6.14565 -3.77262
H3 5.95144 4.40466 -4.02431
H4 2.81388 5.19781 -2.09060
H5 4.21599 4.17164 -1.89983
H6 2.56309 2.80257 -3.08778
H7 3.81001 3.34312 -4.17665
H8 2.33193 4.81718 -5.23442
H9 0.54110 3.81050 -5.84972
H10 0.79625 2.57416 -4.78760
H11 1.66517 1.82803 -6.77149
H12 3.13209 2.32175 -5.99099
H13 3.50513 3.72123 -9.42507
H14 2.55717 2.29001 -9.11670
H15 4.13993 2.51939 -8.33588
C7 -4.19442 1.00320 -9.57214
O3 -4.19434 2.45839 -9.80118
C8 -5.32729 3.07462 -10.25940
C9 -5.86125 2.41572 -11.60227
N2 -7.21811 2.88197 -11.97941
C10 -7.29601 4.26447 -12.45582
C11 -8.79254 4.65141 -12.52873
O4 -9.48272 4.66425 -11.28678
C12 -10.50264 3.64344 -11.30646
H16 -5.22227 0.79360 -9.27603
H17 -3.47506 0.82958 -8.77185
H18 -4.06786 0.57412 -10.56611
H19 -4.94032 4.08399 -10.39916
H20 -6.07975 3.24749 -9.48996
H21 -6.15220 1.38164 -11.41754
H22 -5.13702 2.47351 -12.41482
H23 -7.61149 2.24931 -12.66139
H24 -6.91785 4.45870 -13.45950
H25 -6.75731 4.81320 -11.68330
H26 -9.31588 3.95886 -13.18797
H27 -8.97361 5.55289 -13.11409
H28 -10.24365 2.66755 -11.71715
H29 -11.39397 4.02242 -11.80645
H30 -10.82156 3.50460 -10.27345
C13 -4.27271 -6.77178 11.55519
O5 -3.43553 -5.62150 11.75491
C14 -2.31880 -5.82950 12.57788
C15 -1.60369 -4.50809 12.74673
N3 -0.85780 -4.16031 11.50763
C16 -0.35767 -2.81282 11.59805
C17 0.09349 -2.28402 10.23128
O6 -0.91392 -2.52925 9.22093
C18 -0.94468 -1.55521 8.27622
H31 -4.80504 -6.95667 12.48822
H32 -3.77047 -7.69722 11.27341
H33 -4.99047 -6.60777 10.75143
H34 -1.64394 -6.61610 12.24035
H35 -2.55830 -6.15418 13.59046
H36 -0.79616 -4.36055 13.46383
H37 -2.39724 -3.78279 12.92650
H38 -1.51670 -4.29091 10.75338
H39 0.44612 -2.70028 12.32561
H40 -1.10003 -2.10595 11.96865
H41 0.94080 -2.86717 9.87059
H42 0.66049 -1.35313 10.23844
H43 0.00475 -1.68971 7.75797
H44 -0.84848 -0.49886 8.52715
H45 -1.77028 -1.64706 7.57050
C19 2.56174 6.44280 7.24459
O7 1.15645 6.43431 7.04118
C20 0.72971 5.27820 6.27342
C21 -0.80207 5.30569 6.06165
N4 -1.28570 6.26698 5.10977
C22 -2.64594 5.86857 4.56644
C23 -3.24791 7.14147 3.88195
O8 -3.13684 8.32526 4.72771
C24 -3.96876 8.19885 5.86537
H46 2.87444 7.22133 7.94044
H47 3.05970 6.72335 6.31645
H48 2.92284 5.50974 7.67714
H49 1.18855 4.34772 6.60777
H50 1.11590 5.38031 5.25926
H51 -1.37071 5.28361 6.99130
H52 -1.18574 4.33982 5.73302
H53 -1.46597 7.14702 5.57144
H54 -3.25546 5.37680 5.32455
H55 -2.49315 5.12883 3.78060
H56 -4.25982 6.89322 3.56178
H57 -2.58403 7.37967 3.05091
H58 -4.99484 7.87257 5.69564
H59 -3.97655 9.15159 6.39483
H60 -3.54473 7.52180 6.60692
C25 2.37692 -0.00421 2.01430
O9 2.53663 -0.11203 0.60481
C26 3.55014 -1.01399 0.13153
C27 3.33300 -2.49932 0.50697
N5 2.03922 -3.00892 0.17384
C28 2.10529 -4.05151 -0.86048
C29 2.50898 -3.46378 -2.16723
O10 1.53462 -2.55069 -2.69108
C30 1.73878 -2.18123 -4.04710
H61 2.31891 -0.90902 2.61933
H62 1.50824 0.57817 2.32143
H63 3.21574 0.60316 2.35425
H64 4.52763 -0.69790 0.49582
H65 3.51507 -1.07916 -0.95595
H66 3.34103 -2.55287 1.59562
H67 4.11706 -3.11103 0.06069
H68 1.64318 -2.19810 -0.27983
H69 1.24216 -4.71701 -0.84552
H70 2.92590 -4.75455 -0.71752
H71 2.48309 -4.28200 -2.88692
H72 3.47727 -2.96344 -2.15343
H73 2.65308 -1.64797 -4.30748
H74 1.01333 -1.39236 -4.24585
H75 1.47804 -2.99664 -4.72180
C31 -0.59530 -5.21833 4.34476
O11 -0.15840 -5.71597 3.08897
H76 -0.18313 -4.21125 4.40816
H77 -1.66818 -5.14434 4.52237
H78 -0.13953 -5.74836 5.18109
H79 0.52294 -5.08309 2.85057
C32 -1.24189 3.02154 -0.91348
O12 -1.66970 4.19608 -1.60171
H80 -2.03193 2.54062 -0.33673
H81 -0.88579 2.28616 -1.63494
H82 -0.53814 3.44782 -0.19854
H83 -0.88582 4.47117 -2.08281
C33 5.57567 -4.53048 5.84865
O13 4.90762 -5.78179 5.86791
H84 6.48790 -4.42895 5.26074
H85 4.79477 -3.78661 5.69073
H86 5.97184 -4.40595 6.85644
H87 4.86729 -6.16529 4.98876
C34 0.01633 -9.54596 -2.47723
O14 0.90106 -8.86539 -3.34979
H88 -0.33661 -10.51039 -2.84249
H89 0.38155 -9.45762 -1.45404
H90 -0.95099 -9.04359 -2.47252
H91 1.65123 -9.42957 -3.55115
O15 8.88970 -0.52020 -1.92828
H92 8.61039 -1.15656 -1.27005
H93 8.24334 -0.60100 -2.62966
O16 5.84798 -8.02630 -1.93506
H94 5.88217 -8.97171 -2.08086
H95 6.02917 -7.64432 -2.79384
O17 5.72070 -6.50543 -5.57705
H96 4.86585 -6.50336 -6.00769
H97 6.32059 -6.14986 -6.23274
O18 -2.37907 -3.04339 -0.56614
H98 -1.45894 -3.23458 -0.38439
H99 -2.68902 -2.58893 0.21721
O19 6.05258 -7.00314 1.61325
H100 6.99562 -6.85936 1.53426
H101 5.77185 -7.24448 0.73054

Forces on atoms 1 to 6 (eV/Å):
0.1 1.2 -0.2
-0.5 0.0 0.3
-1.2 -1.5 -0.1
2.5 1.0 0.2
-1.8 -0.5 -1.5
-2.1 0.1 0.1

lowest unoccupied orbital energy	-0.076	eV
orbital gap	8.585	eV
molecular weight	884.20	g/mol
energy relative to the best compared isomer or geometry (same formula, charge and spin)	346.82	kJ/mol
E	-83234.531	eV
strongest force on any atom	3.1	eV/Å